1.
# C28H31N2O

A 2-piece molecular cluster, C28H31N2O overall at a distorted geometry (ωB97M-V/def2-TZVPD, the OMol25 dataset).

Atoms and positions in Å:
C: 0.557 0.324 1.470
C: 1.915 0.603 1.009
C: 2.969 -0.228 1.293
N: 4.220 0.208 1.545
C: 5.289 -0.788 1.652
C: 6.581 -0.185 2.183
O: 6.801 1.123 1.657
C: 5.796 2.030 2.107
C: 4.419 1.651 1.575
H: 0.006 1.186 1.860
H: 0.051 0.026 0.543
H: 0.507 -0.531 2.158
H: 2.077 1.553 0.490
H: 2.804 -1.308 1.377
H: 4.967 -1.600 2.319
H: 5.480 -1.231 0.661
H: 6.549 -0.161 3.290
H: 7.452 -0.757 1.840
H: 5.748 2.059 3.215
H: 6.085 3.012 1.710
H: 4.285 2.073 0.562
H: 3.652 2.106 2.223
C: -4.572 4.603 -0.307
N: -4.917 3.219 -0.553
C: -6.215 3.000 -1.157
C: -3.937 2.230 -0.591
C: -3.266 1.857 0.599
C: -2.408 0.769 0.586
C: -1.973 0.194 -0.634
C: -1.009 -0.903 -0.655
C: -0.219 -1.301 -1.817
C: 0.147 -2.681 -1.670
C: 0.683 -3.409 -2.723
C: 0.969 -2.736 -3.917
C: 0.696 -1.362 -4.046
C: 0.083 -0.641 -3.009
C: -0.402 -3.163 -0.415
C: -1.121 -2.085 0.202
C: -1.954 -2.341 1.285
C: -2.059 -3.653 1.758
C: -1.386 -4.712 1.124
C: -0.557 -4.471 0.021
C: -2.562 0.665 -1.831
C: -3.578 1.607 -1.804
H: -3.604 4.668 0.199
H: -4.512 5.184 -1.242
H: -5.336 5.076 0.318
H: -6.495 1.944 -1.060
H: -6.956 3.610 -0.625
H: -6.230 3.267 -2.227
H: -3.500 2.388 1.526
H: -2.030 0.411 1.543
H: 0.877 -4.476 -2.593
H: 1.436 -3.278 -4.738
H: 0.936 -0.856 -4.983
H: -0.159 0.416 -3.119
H: -2.542 -1.539 1.718
H: -2.710 -3.861 2.607
H: -1.496 -5.728 1.503
H: -0.035 -5.274 -0.503
H: -2.230 0.270 -2.788
H: -4.072 1.927 -2.723

## Properties
HOMO energy in eV: -9.65
F_max in eV/Å: 1.6
Kohn-Sham gap in eV: 4.337
Lowest unoccupied orbital energy in eV: -5.315
Spin multiplicity: 1
Energy above the lowest of the compared OMol25 structures with the same formula, charge and spin in eV: 2.539
Charge: +1
Calculated total energy in a.u.: -1269.96599

=====

2.
# C28H31N3O3

A single C28H31N3O3 molecule at a distorted geometry (ωB97M-V/def2-TZVPD, the OMol25 dataset).

Atoms and positions in Å:
C: 3.641 1.738 2.495
C: 4.301 2.627 1.466
C: 4.013 1.936 0.179
O: 4.573 2.094 -0.962
N: 3.074 0.943 0.336
C: 2.945 0.617 1.698
O: 2.292 -0.321 2.141
H: 4.396 1.239 3.130
H: 2.890 2.284 3.103
H: 3.855 3.645 1.405
H: 5.403 2.662 1.606
C: -4.276 1.048 -1.625
N: -2.989 1.391 -1.083
C: -2.869 2.447 -0.216
O: -3.772 3.222 0.107
C: -1.451 2.460 0.286
C: -1.335 2.315 1.796
C: -1.990 1.042 2.280
C: -3.383 0.988 2.403
C: -4.018 -0.188 2.796
C: -3.259 -1.323 3.100
C: -1.865 -1.266 3.019
C: -1.235 -0.084 2.624
N: -0.861 1.339 -0.400
C: 0.477 1.120 -0.155
C: 1.141 -0.036 -0.497
C: 2.571 -0.380 -0.428
C: 3.020 -1.770 -0.746
C: 4.416 -1.932 -0.746
C: 4.992 -3.038 -1.357
C: 4.184 -4.000 -1.954
C: 2.799 -3.856 -1.969
C: 2.184 -2.778 -1.326
C: -1.817 0.535 -1.186
C: -2.115 -0.873 -0.612
C: -2.596 -1.703 -1.801
C: -2.167 -0.965 -3.088
C: -1.449 0.321 -2.676
H: -4.928 1.924 -1.552
H: -4.196 0.754 -2.676
H: -4.757 0.225 -1.074
H: -0.951 3.367 -0.081
H: -0.279 2.332 2.079
H: -1.836 3.191 2.227
H: -3.963 1.891 2.195
H: -5.108 -0.207 2.871
H: -3.753 -2.244 3.414
H: -1.256 -2.140 3.269
H: -0.142 -0.039 2.584
H: 0.953 1.950 0.401
H: 0.514 -0.815 -0.970
H: 3.552 0.184 -1.030
H: 5.037 -1.123 -0.312
H: 6.096 -3.103 -1.339
H: 4.643 -4.846 -2.387
H: 2.159 -4.590 -2.480
H: 1.080 -2.647 -1.338
H: -1.201 -1.291 -0.177
H: -2.847 -0.802 0.204
H: -2.167 -2.713 -1.772
H: -3.686 -1.829 -1.766
H: -1.514 -1.603 -3.695
H: -3.042 -0.741 -3.713
H: -1.768 1.191 -3.263
H: -0.362 0.224 -2.763

## Properties
HOMO energy in eV: -7.37
F_max in eV/Å: 6.6
Kohn-Sham gap in eV: 7.718
Lowest unoccupied orbital energy in eV: 0.347
Spin multiplicity: 1
Energy above the lowest of the compared OMol25 structures with the same formula, charge and spin in eV: 4.639
Charge: 0
Calculated total energy in a.u.: -1475.44817

=====

3.
# C28H31N6O6S7Se2Sm

C28H31N6O6S7Se2Sm as an isolated structure at a distorted geometry (ωB97M-V/def2-TZVPD, the OMol25 dataset).

Atoms and positions in Å:
Sm: -1.118 0.997 1.658
S: -0.363 -0.432 4.106
C: -1.733 -1.399 4.365
C: -1.737 -2.118 5.624
N: -1.735 -2.721 6.625
C: -2.885 -1.622 3.542
S: -3.369 -0.962 2.071
C: -3.874 -2.509 4.116
N: -4.697 -3.215 4.547
C: 2.991 -4.376 0.414
Se: 2.969 -2.633 1.369
C: 1.872 -3.241 2.934
C: 0.492 -3.745 2.587
Se: -0.339 -2.821 1.027
C: -1.956 -3.931 1.022
H: 3.021 -5.202 1.122
H: 3.857 -4.380 -0.225
H: 2.084 -4.392 -0.204
H: 1.823 -2.337 3.567
H: 2.516 -3.980 3.421
H: -0.207 -3.588 3.416
H: 0.486 -4.795 2.293
H: -1.689 -4.876 0.576
H: -2.672 -3.389 0.395
H: -2.365 -4.050 2.024
N: 0.806 -0.470 -1.288
C: -0.020 -0.078 -0.528
H: 0.001 -1.159 -2.671
O: -0.627 2.557 0.051
S: -0.430 4.046 -0.312
C: -1.111 4.321 -2.068
C: -2.536 4.857 -2.012
C: -2.946 5.290 -0.562
C: -1.740 5.149 0.366
H: -1.037 3.366 -2.561
H: -0.350 5.002 -2.473
H: -3.218 4.091 -2.401
H: -2.635 5.696 -2.680
H: -3.778 4.670 -0.217
H: -3.277 6.335 -0.601
H: -2.000 4.740 1.365
H: -1.195 6.091 0.469
S: -1.952 -5.551 -3.711
C: -1.717 -3.957 -3.350
S: -2.960 -2.970 -2.561
C: -1.841 -1.722 -2.267
N: -0.660 -2.022 -2.849
N: -0.592 -3.204 -3.517
C: 0.549 -3.507 -4.264
C: 1.865 -3.159 -3.840
C: 2.951 -3.513 -4.631
C: 2.770 -4.008 -5.919
C: 1.478 -4.387 -6.348
C: 0.389 -4.142 -5.537
S: -2.282 -0.263 -1.542
H: 2.004 -2.600 -2.897
H: 3.972 -3.406 -4.232
H: 3.617 -4.206 -6.566
H: 1.341 -4.834 -7.346
H: -0.635 -4.380 -5.841
N: 1.561 0.838 1.744
C: 2.136 2.102 1.666
C: 1.890 3.065 2.666
C: 1.956 4.408 2.381
C: 2.486 4.773 1.120
C: 3.071 3.805 0.271
C: 2.870 2.468 0.553
S: 2.046 6.328 0.370
O: 3.294 6.964 -0.001
O: 1.227 5.954 -0.837
O: 1.211 6.956 1.387
H: 1.727 0.329 2.612
H: 1.716 0.300 0.898
H: 1.406 2.729 3.584
H: 1.578 5.196 3.059
H: 3.637 4.144 -0.617
H: 3.237 1.698 -0.140
O: -3.096 2.284 1.954
C: -2.675 2.788 3.078
O: -1.468 2.547 3.470
H: -3.389 3.367 3.735

## Properties
<S²>: 8.76
HOMO energy (alpha / beta) in eV: -2.04 / -2.05
F_max in eV/Å: 3.7
Kohn-Sham gap (alpha / beta) in eV: 5.300 / 5.305
Lowest unoccupied orbital energy (alpha / beta) in eV: 3.257 / 3.257
Spin multiplicity: 6
Energy above the lowest of the compared OMol25 structures with the same formula, charge and spin in eV: 0.000
Charge: -2
Calculated total energy in a.u.: -10113.80805

=====

4.
# C28H31N7PdSb2Se

C28H31N7PdSb2Se as an isolated structure at a distorted geometry (ωB97M-V/def2-TZVPD, the OMol25 dataset).

Atoms and positions in Å:
Pd: -0.243 0.377 -0.251
C: -0.353 2.638 2.884
C: -1.745 2.502 2.337
C: -2.786 3.156 3.004
C: -4.076 3.078 2.530
C: -4.300 2.356 1.364
C: -3.227 1.733 0.755
N: -1.973 1.779 1.230
Sb: -3.654 0.737 -1.085
C: -2.633 -1.160 -0.806
C: -3.486 -2.244 -0.927
C: -2.974 -3.528 -1.055
C: -1.608 -3.673 -1.136
C: -0.779 -2.564 -1.003
C: 0.694 -2.719 -1.154
N: -1.293 -1.341 -0.791
C: -2.025 1.434 -2.337
C: -2.408 2.215 -3.412
C: -1.486 2.526 -4.403
C: -0.219 1.992 -4.312
C: 0.128 1.207 -3.218
C: 1.486 0.578 -3.176
N: -0.763 0.961 -2.241
H: -0.325 3.427 3.633
H: -0.027 1.715 3.365
H: 0.349 2.890 2.093
H: -2.560 3.727 3.894
H: -4.888 3.577 3.041
H: -5.293 2.287 0.938
H: -4.556 -2.080 -0.945
H: -3.632 -4.383 -1.138
H: -1.153 -4.638 -1.309
H: 0.929 -3.678 -1.613
H: 1.096 -1.924 -1.783
H: 1.181 -2.693 -0.181
H: -3.424 2.582 -3.478
H: -1.765 3.150 -5.242
H: 0.520 2.174 -5.079
H: 2.205 1.179 -3.728
H: 1.846 0.456 -2.157
H: 1.447 -0.410 -3.641
N: 3.935 4.594 -1.755
C: 2.853 4.200 -1.736
N: 1.611 3.712 -1.768
C: 1.136 2.948 -0.903
N: 0.497 2.263 -0.169
Se: -0.431 -0.708 2.019
C: 0.203 -2.516 2.146
C: 1.497 -2.911 2.478
C: 1.753 -4.262 2.661
N: 0.822 -5.208 2.564
C: -0.418 -4.824 2.296
C: -0.777 -3.499 2.063
H: 2.291 -2.199 2.645
H: 2.753 -4.597 2.914
H: -1.167 -5.607 2.250
H: -1.802 -3.248 1.826
C: 2.708 0.426 2.669
Sb: 2.296 0.170 0.608
C: 3.425 -1.514 -0.030
C: 3.617 1.639 -0.135
H: 3.750 0.127 2.807
H: 2.047 -0.163 3.291
H: 2.602 1.482 2.909
H: 4.454 -1.182 0.114
H: 3.256 -1.715 -1.084
H: 3.237 -2.407 0.555
H: 4.586 1.324 0.259
H: 3.379 2.621 0.260
H: 3.662 1.660 -1.220

## Properties
HOMO energy in eV: -14.41
F_max in eV/Å: 1.3
Kohn-Sham gap in eV: 6.135
Lowest unoccupied orbital energy in eV: -8.279
Spin multiplicity: 1
Energy above the lowest of the compared OMol25 structures with the same formula, charge and spin in eV: 1.460
Charge: +2
Calculated total energy in a.u.: -4478.01849